# 1
Density functional theory data (ωB97M-V/def2-TZVPD) for a cluster of 9 separate species, H18O9 in total in a non-equilibrium geometry.

Geometry as XYZ:
```
27
Properties=species:S:1:pos:R:3:forces:R:3
O 0.408234 -1.098359 0.776783 1.4 -1.9 0.4
H 1.366860 -0.998016 0.606493 -0.9 0.1 0.3
H -0.041580 -0.337043 0.499647 -0.6 1.7 -0.7
O -3.223579 -0.152098 2.810120 -0.7 -0.1 1.3
H -2.695493 -0.110417 2.033296 0.9 -0.1 -0.7
H -2.648419 -0.353935 3.564480 -0.1 0.1 -0.6
O -1.351612 -3.684204 -1.498708 -3.8 1.5 1.6
H -0.949595 -3.117933 -0.860368 0.5 0.6 0.8
H -0.687918 -4.070977 -1.953010 3.4 -2.0 -2.3
O -1.204279 3.014861 -1.781711 1.7 -1.0 0.1
H -0.298026 2.610306 -1.838337 -1.4 0.2 0.2
H -1.024417 3.834523 -2.230940 -0.3 0.8 -0.3
O 4.910165 -0.762952 -0.904191 -1.5 0.5 0.3
H 4.633850 -0.295535 -1.700601 0.3 -0.4 0.0
H 5.791151 -1.060032 -1.025868 1.2 -0.4 -0.4
O 2.949411 -1.159179 2.556589 0.8 -1.4 -1.9
H 3.323783 -0.782080 1.731163 -0.2 0.0 1.1
H 2.681816 -0.469858 3.122005 -0.4 1.5 0.8
O -3.121618 3.011938 0.743889 -0.2 -3.5 0.5
H -2.536688 3.668154 0.408660 1.1 0.2 -0.7
H -2.726409 2.063154 0.616068 -0.9 3.3 0.1
O 3.534949 1.805869 -0.276854 2.0 0.2 0.9
H 2.801599 1.721356 -0.821346 -2.6 -0.1 -1.3
H 4.237696 1.613764 -0.908619 0.4 0.1 0.5
O -5.020593 -1.756407 -1.043065 -0.9 -0.4 -0.7
H -4.264783 -1.368548 -0.630857 0.8 0.3 0.3
H -4.844498 -1.766354 -1.994729 0.1 0.0 0.4
```
Positions in Å, forces in eV/Å.

The total energy is -18718.1936 eV. Its SMILES is O.O.O.O.O.O.O.O.O. Its LUMO energy is -0.6417 eV. The calculation puts the HOMO energy at -11.1276 eV. As for the energy above the lowest of the compared OMol25 structures with the same formula, charge and spin: 380.33 kJ/mol.

***

# 2
Density functional theory data (ωB97M-V/def2-TZVPD) for a structure of composition C28H29I2MoN2O5P2S.

Geometry as XYZ:
```
70
Properties=species:S:1:pos:R:3:forces:R:3
Mo -0.056001 0.792471 -0.375518 -0.1 0.0 0.0
C -0.932510 4.238284 -0.210869 0.0 0.0 0.0
P -1.484479 2.673837 -0.924791 0.0 0.1 0.0
C -1.611553 2.936247 -2.709520 0.0 0.0 0.0
C -3.166837 2.351862 -0.327015 0.0 0.0 0.0
C -4.147839 3.334781 -0.434939 0.0 0.0 0.0
C -5.443309 3.077977 -0.012529 0.0 0.0 0.0
C -5.773597 1.836565 0.515932 0.0 0.0 0.0
C -4.806935 0.849672 0.625562 0.0 0.0 0.0
C -3.499845 1.100565 0.210869 0.0 0.0 0.0
P -2.219813 -0.165530 0.350402 0.0 0.0 0.0
C -2.156853 -0.616285 2.134153 0.0 0.0 0.1
C -2.772308 -1.649235 -0.520371 0.0 0.0 0.0
H -1.622560 5.037179 -0.484848 0.0 0.0 0.0
H 0.058642 4.482422 -0.594289 0.0 0.0 0.0
H -0.884564 4.165451 0.874658 0.0 0.0 0.0
H -2.292974 3.764991 -2.907166 0.0 0.0 0.0
H -1.994264 2.038224 -3.195032 0.0 0.0 0.0
H -0.629486 3.179857 -3.117580 0.0 0.0 0.0
H -3.914077 4.307881 -0.849746 0.0 0.0 0.0
H -6.198554 3.847337 -0.098345 0.0 0.0 0.0
H -6.786228 1.638024 0.839640 0.0 0.0 0.0
H -5.082948 -0.116314 1.032187 0.0 0.0 0.0
H -3.103908 -1.055740 2.451459 0.0 0.0 0.0
H -2.000617 0.295515 2.715703 0.0 0.0 0.0
H -1.374939 -2.304337 2.796473 0.0 0.0 0.0
H -3.795116 -1.900044 -0.238233 0.0 0.0 0.0
H -2.108718 -2.479107 -0.276770 0.0 0.0 0.0
H -2.727850 -1.471455 -1.595392 0.0 0.0 0.0
I -1.256439 -1.516924 -4.755161 0.0 0.0 0.0
C 0.389195 -0.339036 -4.350645 0.1 0.0 0.0
C 1.338328 -0.044542 -5.362789 0.0 0.0 0.0
C 2.426835 0.756303 -5.127973 0.0 0.0 0.0
I 3.751710 1.124496 -6.677953 0.0 0.0 0.0
C 2.632231 1.332885 -3.832969 0.0 0.0 0.0
C 3.682836 2.193530 -3.456561 0.0 0.0 0.0
C 3.727042 2.693311 -2.178072 0.0 0.0 0.0
C 2.733390 2.342306 -1.258326 0.0 0.0 0.0
N 1.737597 1.523251 -1.568347 0.0 0.0 0.0
C 1.691385 1.031740 -2.838394 0.0 0.0 0.0
C 0.594725 0.197236 -3.115652 0.0 0.0 0.1
O -0.217429 0.031650 -2.022794 0.0 -0.1 -0.1
H 1.184897 -0.467902 -6.346018 0.0 0.0 0.0
H 4.441861 2.461666 -4.180066 0.0 0.0 0.0
H 4.516007 3.362982 -1.867659 0.0 0.0 0.0
H 2.745455 2.750721 -0.255449 0.0 0.0 0.0
C 2.847517 -6.892290 3.205797 0.0 0.0 0.0
C 2.497560 -5.474816 2.910609 0.0 0.0 0.0
C 2.111958 -5.100089 1.610487 0.0 0.0 0.0
C 1.813308 -3.797655 1.303605 0.0 0.0 0.0
C 1.907459 -2.842295 2.334626 0.0 -0.1 0.0
C 2.284090 -3.179164 3.647679 0.0 0.0 0.0
C 2.571721 -4.493839 3.914751 0.0 0.0 0.0
S 1.586750 -1.235885 1.947681 0.0 0.1 0.0
O -1.064787 -1.521711 2.325909 0.0 0.0 0.0
O 1.282618 -1.010372 0.555892 0.1 -0.1 0.0
N 1.791425 -0.282104 3.019608 0.0 -0.1 0.0
C 1.707859 1.136497 3.303863 0.0 0.0 0.0
C 1.419160 2.047901 2.124641 -0.1 0.0 0.0
O 1.891755 3.125054 1.981487 0.0 0.0 0.0
O 0.515495 1.524518 1.248461 0.1 0.1 0.1
H 3.863687 -7.088731 2.849963 0.0 0.0 0.0
H 2.186588 -7.579248 2.678505 0.0 0.0 0.0
H 2.819341 -7.105843 4.271352 0.0 0.0 0.0
H 2.056803 -5.854181 0.836458 0.0 0.0 0.0
H 1.530224 -3.509644 0.301333 0.0 0.0 0.0
H 2.350990 -2.423721 4.417391 0.0 0.0 0.0
H 2.866840 -4.780572 4.915233 0.0 0.0 0.0
H 2.648501 1.441169 3.761227 0.0 0.0 0.0
H 0.923555 1.272254 4.054189 0.0 0.0 0.0
```
Positions in Å, forces in eV/Å.

The total energy is -90169.6081 eV. Its LUMO energy is -9.7461 eV. The calculation puts the HOMO energy at -15.4219 eV. As for the energy above the lowest of the compared OMol25 structures with the same formula, charge and spin: 0.00 kJ/mol. The charge is +3.

***

# 3
Density functional theory data (ωB97M-V/def2-TZVPD) for a cluster of 8 separate species, C31H62O15 in total in a non-equilibrium geometry.

Geometry as XYZ:
```
108
Properties=species:S:1:pos:R:3:forces:R:3
C -0.192191 0.807189 4.262295 4.3 -1.5 -3.3
C 0.543289 2.067577 4.643762 -5.9 1.0 0.1
O 1.044483 2.565119 3.445182 0.3 0.5 -1.1
C 1.364333 3.830332 3.282728 0.6 4.7 -0.4
C 2.035460 4.142598 1.882650 -1.6 0.3 0.5
O 1.196981 4.782239 4.061527 0.0 -2.9 -0.8
H -0.632961 0.300683 5.014729 -2.0 -1.1 2.6
H 0.552871 -0.068716 3.862365 -1.3 2.2 0.7
H -0.824442 1.008900 3.398198 -0.3 0.0 0.4
H -0.310964 2.702026 5.236765 1.6 -0.5 -2.2
H 1.218364 2.165890 5.368526 3.4 -0.8 2.7
H 1.485412 3.549887 1.140430 0.1 0.4 -0.1
H 2.985958 3.665584 1.928612 1.1 0.0 -0.1
H 2.099333 5.269148 1.577758 -0.2 -2.3 1.0
C -3.795920 0.976543 2.390651 5.4 6.5 6.9
C -4.603453 2.370739 2.514240 2.6 -1.9 1.0
O -3.843357 3.045237 3.550254 -1.7 0.7 2.1
C -4.543056 4.001861 4.304446 2.2 0.3 -2.4
C -3.566870 4.681720 5.235707 -2.9 2.5 -0.4
O -5.632995 4.413103 4.017446 -0.1 -0.8 0.5
H -3.965978 0.464319 3.355715 0.4 0.1 -0.6
H -2.539991 1.047496 2.137833 -3.8 0.2 1.0
H -4.125175 0.502543 1.681591 -3.7 -5.4 -7.5
H -4.315200 3.045731 1.690865 -1.7 -0.6 -0.4
H -5.638996 2.086648 2.904251 1.1 1.1 -1.3
H -3.958197 5.776291 5.294176 0.3 -2.1 0.9
H -2.622235 4.873173 4.866743 2.1 -0.4 -1.4
H -3.449103 4.100150 6.103078 -0.1 -0.2 1.6
C 3.148789 -3.195999 -3.238857 -0.5 2.0 -3.3
C 2.663994 -1.983915 -4.178451 2.3 1.3 3.5
O 1.232647 -1.845045 -4.335779 1.2 -0.7 1.4
C 0.690423 -0.739545 -4.774293 -1.6 3.6 -2.5
C -0.768738 -1.017023 -5.176528 10.5 -14.9 5.8
O 1.146335 0.413795 -4.965657 0.0 -3.4 1.2
H 2.601968 -3.957422 -3.654703 -1.8 -2.4 -0.2
H 2.921172 -2.978751 -2.272062 -0.5 0.2 2.9
H 4.152983 -3.581685 -3.390313 0.4 1.0 0.0
H 3.214498 -1.037956 -3.765703 -1.5 -1.3 -1.1
H 2.975127 -2.234818 -5.119084 1.2 -0.2 -2.5
H -1.262060 -1.255170 -4.318120 -1.5 -0.7 2.8
H -0.901139 -2.027877 -5.744323 0.7 1.8 0.7
H -1.218511 -0.411977 -5.543632 -8.9 13.6 -8.3
C 1.147577 -6.212537 4.907758 -0.7 -2.7 -2.2
C 1.974544 -5.842352 3.634282 -6.6 -1.2 -0.9
O 1.750425 -4.456628 3.379857 -0.9 -2.5 3.8
C 2.117562 -3.919866 2.319029 3.8 4.9 -4.5
C 1.714657 -2.467028 2.282868 -3.7 -2.5 -4.4
O 2.854374 -4.276893 1.417439 -0.5 -1.9 0.5
H 1.286099 -7.440505 5.118836 -0.4 3.5 -0.5
H 0.074623 -6.008718 4.540513 1.4 -0.3 1.5
H 1.510641 -5.645700 5.740237 -0.3 0.3 0.6
H 2.883844 -6.195977 3.747720 5.0 -0.6 0.1
H 1.466595 -6.422324 2.780710 1.0 0.8 1.0
H 2.123914 -1.706651 1.610013 0.0 -1.3 -1.1
H 1.810150 -1.953939 3.085288 0.5 2.5 6.4
H 0.576787 -2.620036 2.174804 1.3 1.1 -0.2
C -0.336531 -4.846878 -2.883769 -3.3 1.1 -3.8
C -1.612884 -4.748588 -2.107072 -1.8 -1.5 -1.2
O -2.140208 -3.441357 -2.380425 0.1 -0.7 0.5
C -3.248392 -3.171436 -1.750378 -6.2 0.1 3.3
C -3.755956 -1.714832 -1.885100 1.5 -3.0 -2.1
O -4.026982 -3.913063 -1.075984 3.6 0.7 -2.1
H -0.684845 -4.729311 -4.023122 1.3 0.0 2.2
H -0.107569 -5.826922 -2.762031 1.6 -3.0 0.1
H 0.449600 -4.183234 -2.611907 0.3 0.6 0.3
H -2.490891 -5.618140 -2.203052 2.4 2.3 -0.5
H -1.342946 -4.864782 -1.113051 0.1 0.4 2.4
H -4.237631 -1.733921 -2.875128 -0.2 0.7 0.6
H -2.808965 -1.309462 -1.963541 1.6 2.3 -0.5
H -4.267686 -1.354541 -1.044746 -1.0 0.1 0.9
C -0.086933 4.218011 -4.111064 -0.1 3.5 0.4
C -1.047597 3.088772 -4.005396 1.8 -3.6 -2.2
O -1.863996 3.095393 -2.857647 -1.4 0.0 0.5
C -2.801874 2.109497 -2.675183 0.2 -2.1 -4.6
C -3.432182 2.218308 -1.328838 -3.4 -1.0 -2.5
O -3.025287 1.250736 -3.588072 0.7 3.0 3.6
H 0.513169 4.271283 -3.137398 -0.4 0.0 -1.7
H -0.528636 5.327681 -4.290141 0.6 -2.6 0.6
H 0.491162 4.044258 -5.053497 0.0 0.0 1.2
H -1.539765 2.876195 -5.070399 0.4 0.4 2.7
H -0.274464 2.190987 -3.810674 -1.9 1.4 -0.9
H -4.200921 3.037195 -1.343611 0.9 -0.6 0.1
H -2.641709 2.403504 -0.727593 2.0 0.7 2.6
H -3.974931 1.262663 -1.126476 0.6 0.8 0.0
C 3.196941 3.612262 -1.942184 -2.4 -2.9 3.9
C 3.545826 2.100449 -1.766632 -2.5 -0.3 -2.9
O 3.608869 1.739165 -0.420319 0.4 0.6 2.5
C 4.112126 0.541022 0.039311 -1.6 -0.4 -5.9
C 4.573953 0.517102 1.360131 1.8 0.1 3.6
O 4.054406 -0.431072 -0.701199 0.3 0.7 0.8
H 3.679051 4.104436 -1.152860 1.1 1.0 1.0
H 2.135911 3.682849 -1.640196 0.2 0.3 -0.4
H 3.349297 4.110473 -2.813337 0.6 0.7 -2.8
H 2.710333 1.465603 -2.356523 2.2 1.1 1.2
H 4.511262 2.004673 -2.181687 1.1 -0.9 -0.8
H 5.371649 -0.295674 1.462489 -0.4 1.7 -0.4
H 3.796532 -0.088826 1.846284 -0.3 0.9 0.7
H 4.821761 1.581078 1.793357 -0.6 -2.5 -0.5
C 0.099315 1.124865 0.095378 0.6 -5.6 -5.9
C -0.282746 -0.400934 0.108821 -3.4 -0.5 3.1
C 0.443528 -1.318670 -0.895072 1.4 0.8 -0.8
O -1.217659 -0.822776 0.939465 4.7 1.8 -4.2
H 1.070781 1.268440 0.354883 3.4 -0.1 0.2
H -0.327420 1.624239 0.775054 -4.4 3.8 4.8
H -0.026829 1.469228 -0.951473 -0.1 0.1 0.6
H 0.360608 -2.351848 -0.562002 0.2 0.0 0.1
H 1.606327 -1.019085 -1.064012 -2.8 -0.6 0.6
H -0.022655 -1.306481 -1.936749 0.3 0.3 1.3
```
Positions in Å, forces in eV/Å.

The total energy is -63852.6050 eV. Its SMILES is CCOC(C)=O.CCOC(C)=O.CCOC(C)=O.CCOC(C)=O.CCOC(C)=O.CCOC(C)=O.CCOC(C)=O.CC(C)=O. Its LUMO energy is 0.4036 eV. The calculation puts the HOMO energy at -9.5228 eV. As for the energy above the lowest of the compared OMol25 structures with the same formula, charge and spin: 387.81 kJ/mol.

***

# 4
Density functional theory data (ωB97M-V/def2-TZVPD) for the ion CH3N2S with charge +1 in a non-equilibrium geometry.

Geometry as XYZ:
```
7
Properties=species:S:1:pos:R:3:forces:R:3
C 0.086784 -0.208785 0.222238 2.7 0.8 -2.0
N -0.899257 -0.587537 1.042594 -4.1 2.6 -1.9
N 0.536453 0.056635 -1.007224 -0.6 -0.4 3.8
S 0.657757 -0.040099 1.777673 0.4 0.3 0.6
H -1.768936 0.246161 0.876820 2.7 -2.9 1.1
H -0.005799 -0.036925 -1.802779 -1.5 -0.4 -1.8
H 1.392999 0.570551 -1.109322 0.5 -0.1 0.2
```
Positions in Å, forces in eV/Å.

The total energy is -14891.2140 eV. Its LUMO energy is -5.7718 eV. The calculation puts the HOMO energy at -15.2772 eV. As for the energy above the lowest of the compared OMol25 structures with the same formula, charge and spin: 50.20 kJ/mol. The charge is +1.